C12H16N6PdS3 as an isolated structure, computed with ωB97M-V/def2-TZVPD.

Output
- Charge: -2
- ΔE to the lowest compared entry with this formula, charge and spin: 5.6 kcal/mol
- Highest occupied orbital energy: -0.0331 Ha
- HOMO-LUMO gap: 0.209 hartree

Each line ends with the Löwdin charge.
Positions of all 38 atoms, in Å:
C1 -0.95028 -1.39897 2.71965  -0.449
C2 2.80280 -4.56282 -0.24562  -0.156
C3 -2.33530 -1.69345 2.79445  -0.326
H1 2.35320 2.14742 -5.03997  0.061
C4 2.84064 2.67404 -1.00169  -0.331
N1 0.49840 -2.77231 4.34811  0.078
H2 3.86965 -0.39441 -2.30413  0.066
H3 4.55787 3.60966 -0.14327  0.065
C5 -0.42609 -0.36642 1.88787  -1.340
H4 0.75393 2.78209 -4.64220  0.062
N2 2.89217 -1.73703 -1.04813  -0.109
H5 3.60315 -1.83320 -0.34313  0.108
C6 3.59302 3.20955 0.17101  -0.039
N3 1.91095 1.71351 -0.86785  0.026
Pd1 0.22713 -1.21296 -0.09895  0.294
H6 2.37500 -1.08423 -2.92827  0.022
S1 1.28113 -0.02887 1.91058  0.453
N4 2.00057 -3.45037 0.24069  -0.123
H7 3.76608 2.42430 0.90761  0.072
C7 1.49778 2.02817 -4.37116  -0.059
C8 1.71748 -2.45478 -0.74449  -1.018
N5 -3.45188 -1.96846 2.93237  0.077
H8 3.51731 3.71522 -2.82111  0.085
S2 -1.47793 0.52273 0.83730  0.376
H9 3.86295 -4.29885 -0.28870  0.058
H10 1.13614 -3.77590 0.64755  0.085
H11 3.85068 -2.06998 -2.92240  0.063
H12 2.49037 -4.89973 -1.24601  0.061
N6 1.33050 1.38324 -2.02253  0.091
H13 3.04020 4.00872 0.66963  0.073
H14 1.05571 1.04609 -4.53742  0.070
S3 0.47980 -2.69657 -1.94461  0.448
C9 1.90659 2.14442 -2.93893  -0.388
H15 2.70475 -5.40085 0.44637  0.067
H16 1.61460 1.22263 -0.00976  0.008
C10 2.87514 2.98899 -2.34598  -0.028
C11 3.27642 -1.31166 -2.36243  -0.171
C12 -0.13489 -2.15844 3.59659  -0.331

Cartesian forces (eV/Å) of the 6 atoms listed first:
C 0.02 0.03 0.18
C -0.07 -0.08 -0.04
C -0.03 0.08 0.03
H 0.00 -0.01 0.00
C -0.05 -0.10 0.09
N -0.05 -0.09 -0.03